1.
{
  "formula": "C19H21Cl2CoGeNS3",
  "method": "wB97M-V/def2-TZVPD",
  "elements": ["Co", "Cl", "C", "C", "C", "C", "C", "Cl", "C", "S", "H", "H", "H", "C", "Ge", "C", "C", "C", "H", "H", "H", "H", "H", "H", "H", "H", "H", "H", "S", "C", "C", "C", "C", "C", "C", "H", "H", "H", "H", "H", "S", "C", "C", "N", "C", "H", "H", "H"],
  "coordinates": [[0.662, 0.493, -0.454], [0.949, 2.992, -1.040], [0.869, 3.102, -2.790], [0.300, 4.242, -3.318], [0.241, 4.401, -4.696], [0.769, 3.398, -5.498], [1.320, 2.264, -4.932], [1.961, 1.068, -6.041], [1.390, 2.018, -3.537], [2.014, 0.599, -2.800], [-0.101, 4.993, -2.651], [-0.211, 5.281, -5.134], [0.751, 3.486, -6.577], [3.467, -0.813, 2.666], [1.979, -1.829, 1.766], [0.612, -1.971, 3.233], [2.718, -3.676, 1.760], [1.384, -1.188, 0.120], [3.221, -0.555, 3.703], [3.707, 0.100, 2.116], [4.368, -1.437, 2.677], [1.030, -1.744, 4.222], [0.218, -2.993, 3.250], [-0.225, -1.297, 3.037], [2.991, -3.990, 2.775], [3.607, -3.722, 1.126], [1.975, -4.375, 1.366], [1.418, -2.022, -0.599], [-1.668, 0.733, -1.448], [-2.707, -0.551, -0.861], [-2.211, -1.849, -0.637], [-3.034, -2.876, -0.202], [-4.391, -2.659, 0.035], [-4.898, -1.381, -0.162], [-4.072, -0.348, -0.595], [-1.150, -2.015, -0.788], [-2.609, -3.860, -0.038], [-5.031, -3.465, 0.375], [-5.948, -1.180, 0.028], [-4.478, 0.647, -0.747], [-1.467, 1.789, 3.478], [0.220, 1.689, 3.729], [0.832, 1.397, 2.561], [-0.018, 1.244, 1.480], [-1.250, 1.430, 1.823], [0.668, 1.848, 4.696], [1.890, 1.242, 2.413], [-2.063, 1.341, 1.108]],
  "atomic_forces_ev_per_a": [[0.1, -0.9, -0.3], [0.0, 0.5, -0.2], [0.0, 0.0, 0.2], [0.0, 0.0, 0.0], [0.0, 0.0, 0.0], [0.0, 0.0, 0.0], [0.0, -0.1, 0.0], [0.0, 0.0, 0.1], [0.0, 0.0, 0.0], [-0.1, 0.2, 0.0], [0.0, 0.0, 0.0], [0.0, 0.0, 0.0], [0.0, 0.0, 0.0], [0.1, 0.1, 0.1], [0.0, 0.0, 0.2], [0.0, 0.0, 0.1], [0.1, -0.1, 0.0], [-0.3, 0.1, -0.2], [0.0, 0.0, 0.0], [0.0, 0.0, 0.0], [0.0, 0.0, 0.0], [0.0, 0.0, 0.0], [0.0, 0.0, 0.0], [0.0, 0.0, 0.0], [0.0, 0.0, -0.1], [0.0, 0.0, 0.0], [0.0, 0.0, 0.0], [0.1, 0.1, -0.1], [-0.1, 0.1, 0.0], [0.1, -0.1, 0.1], [0.0, 0.0, 0.0], [0.0, 0.1, 0.0], [0.0, 0.1, 0.0], [0.0, 0.0, 0.0], [0.0, 0.0, -0.1], [0.0, 0.0, 0.0], [0.0, 0.0, 0.0], [0.0, 0.0, 0.0], [0.0, 0.0, 0.0], [0.0, 0.0, 0.0], [-0.3, 0.0, 0.3], [0.1, 0.1, 0.1], [-0.1, -0.1, -0.4], [0.5, 0.2, 0.4], [-0.2, -0.1, -0.2], [0.0, 0.0, 0.0], [0.0, 0.0, 0.0], [0.1, 0.0, 0.1]],
  "mulliken_spin": [2.54, 0.02, 0.00, 0.00, 0.00, 0.00, 0.00, 0.00, 0.00, 0.03, 0.00, 0.00, 0.00, 0.04, -0.02, 0.05, 0.03, 0.39, 0.00, 0.00, -0.01, 0.00, -0.01, -0.01, 0.00, -0.01, 0.00, -0.04, 0.03, -0.01, 0.02, -0.01, 0.00, 0.00, 0.01, 0.00, 0.00, 0.00, 0.00, 0.00, 0.00, 0.00, -0.03, -0.02, 0.00, 0.00, 0.01, 0.00],
  "homo_lumo_gap_ev": [3.6, 3.9],
  "spin_multiplicity": 4,
  "total_charge": -2,
  "e_above_lowest_kj_mol": 20.6,
  "s2": 3.775,
  "energy_ev": -173226.2145
}



2.
{
  "formula": "C19H40NNdP3Se",
  "method": "wB97M-V/def2-TZVPD",
  "elements": ["Nd", "P", "P", "P", "H", "C", "C", "H", "C", "C", "C", "C", "C", "C", "C", "C", "C", "H", "H", "H", "H", "H", "H", "H", "H", "H", "H", "H", "H", "H", "H", "H", "H", "H", "H", "H", "H", "H", "H", "H", "H", "H", "H", "H", "H", "H", "C", "C", "C", "C", "C", "C", "Se", "H", "H", "H", "H", "H", "H", "C", "C", "N", "H", "H", "H"],
  "coordinates": [[0.944, 0.051, -0.766], [-1.057, -0.444, 1.566], [1.612, -2.620, -0.797], [-1.683, -0.723, -1.841], [0.376, 3.872, -1.119], [-0.627, 3.433, -1.155], [-1.237, 3.064, -0.007], [-0.698, 3.140, 0.950], [-0.494, 0.109, 3.228], [-1.294, -2.224, 1.954], [-2.794, 0.152, 1.684], [2.744, -2.752, -2.238], [2.679, -2.906, 0.644], [0.503, -4.047, -0.923], [-2.984, 0.542, -2.136], [-2.742, -2.157, -1.419], [-1.274, -1.147, -3.587], [-1.115, 3.318, -2.128], [-2.284, 2.729, 0.005], [-0.336, 1.196, 3.222], [0.447, -0.391, 3.495], [-1.270, -0.145, 3.968], [-0.314, -2.706, 2.087], [-1.833, -2.733, 1.144], [-1.870, -2.310, 2.889], [-2.803, 1.249, 1.610], [-3.203, -0.151, 2.661], [-3.418, -0.264, 0.882], [3.275, -3.712, -2.140], [3.463, -1.915, -2.265], [2.174, -2.718, -3.182], [3.403, -3.694, 0.387], [2.076, -3.209, 1.514], [3.219, -1.988, 0.932], [1.122, -4.949, -1.030], [-0.163, -3.936, -1.791], [-0.127, -4.114, -0.025], [-3.478, 0.295, -3.088], [-2.533, 1.544, -2.191], [-3.722, 0.517, -1.323], [-3.381, -2.371, -2.289], [-3.376, -1.930, -0.552], [-2.121, -3.037, -1.204], [-2.229, -1.222, -4.127], [-0.748, -2.111, -3.627], [-0.637, -0.368, -4.034], [2.078, 2.461, -4.415], [1.601, 3.736, -4.070], [1.698, 4.821, -4.965], [2.263, 4.636, -6.235], [2.751, 3.374, -6.613], [2.648, 2.296, -5.698], [1.946, 0.802, -3.200], [2.131, 1.455, -1.722], [1.139, 3.865, -3.089], [1.329, 5.811, -4.671], [2.315, 5.459, -6.942], [3.208, 3.207, -7.605], [3.015, 1.301, -5.998], [3.085, 1.524, 3.512], [2.586, 1.130, 2.214], [2.228, 0.798, 1.153], [4.168, 1.720, 3.460], [2.970, 0.703, 4.235], [2.580, 2.444, 3.851]],
  "atomic_forces_ev_per_a": [[-2.5, -0.2, 1.9], [-0.4, -0.2, 1.1], [0.2, -0.8, -0.4], [-0.9, -0.1, -1.0], [-0.4, -0.1, -0.1], [-0.1, -0.7, 0.8], [0.5, -0.1, -0.6], [-0.5, 0.2, -0.4], [0.2, 0.2, -0.1], [0.1, -0.2, -0.2], [0.1, 0.2, -0.4], [-0.1, 0.0, 0.0], [0.2, 0.0, 0.3], [-0.1, -0.1, 0.0], [0.2, 0.3, 0.1], [0.2, -0.2, 0.2], [0.2, 0.0, 0.1], [0.1, 0.3, 0.3], [0.6, 0.1, 0.0], [-0.1, -0.2, 0.1], [-0.2, 0.1, 0.0], [0.4, 0.1, -0.2], [-0.3, 0.1, 0.0], [0.1, 0.1, 0.3], [0.2, 0.0, -0.3], [-0.1, -0.3, 0.1], [0.1, 0.1, -0.4], [0.1, 0.2, 0.3], [0.0, 0.4, -0.3], [-0.1, -0.4, 0.1], [0.2, -0.2, 0.4], [-0.2, 0.2, 0.3], [0.2, 0.0, -0.3], [-0.1, -0.4, -0.2], [-0.3, 0.1, 0.0], [0.3, -0.1, 0.2], [0.3, -0.1, -0.2], [0.1, 0.2, 0.4], [-0.3, -0.3, -0.1], [0.2, 0.1, -0.2], [0.1, 0.1, 0.3], [0.2, -0.2, -0.3], [-0.3, 0.2, 0.0], [0.4, -0.1, 0.0], [-0.1, 0.2, -0.1], [-0.4, -0.3, 0.0], [0.2, 0.8, -1.3], [-0.3, -0.3, 0.7], [0.2, -0.7, 0.0], [0.1, -0.6, 0.1], [-0.4, -0.2, 0.8], [0.3, -0.9, 0.1], [0.7, 2.7, -0.3], [1.0, 0.5, -2.6], [0.2, 0.2, -0.4], [0.1, -0.5, 0.0], [0.0, -0.1, 0.2], [-0.3, 0.1, 0.7], [-0.1, 0.6, 0.1], [0.4, 0.2, 0.4], [-0.2, -0.5, -1.7], [0.6, 0.7, 2.2], [-0.3, 0.0, -0.2], [-0.3, 0.3, -0.2], [0.1, -0.4, -0.1]],
  "mulliken_spin": [3.04, -0.01, -0.01, -0.01, 0.00, 0.00, 0.00, 0.00, 0.00, 0.00, 0.00, 0.00, 0.00, 0.00, 0.00, 0.00, 0.00, 0.00, 0.00, 0.00, 0.00, 0.00, 0.00, 0.00, 0.00, 0.00, 0.00, 0.00, 0.00, 0.00, 0.00, 0.00, 0.00, 0.00, 0.00, 0.00, 0.00, 0.00, 0.00, 0.00, 0.00, 0.00, 0.00, 0.00, 0.00, 0.00, 0.00, 0.00, 0.00, 0.00, 0.00, 0.00, -0.01, 0.00, 0.00, 0.00, 0.00, 0.00, 0.00, 0.00, 0.01, -0.01, 0.00, 0.00, 0.00],
  "homo_lumo_gap_ev": [6.7, 6.8],
  "spin_multiplicity": 4,
  "total_charge": 3,
  "e_above_lowest_kj_mol": 66.4,
  "s2": 3.754,
  "energy_ev": -130305.6161
}